1.
This record from the OMol25 dataset describes a structure of composition C13H15F6LuNOSe3Te at a distorted geometry. The level of theory is ωB97M-V/def2-TZVPD.

Last column: Löwdin charge in e.
Cartesian coordinates (Å):
Lu  1.204  -0.625  -1.585  1.05
Se  -0.649  -2.482  -2.896  -0.08
Se  1.521  -2.342  -3.799  -0.26
Te  3.513  -3.215  -2.159  0.21
Se  4.182  -0.808  -2.018  -0.29
C  -0.175  3.142  -2.616  0.00
C  0.465  2.444  -1.438  -0.42
O  0.141  1.072  -1.554  -0.35
C  2.008  2.379  -1.594  -0.42
F  2.394  2.068  -2.883  0.10
F  2.463  1.283  -0.809  -0.08
F  2.632  3.543  -1.190  0.13
C  -0.002  3.047  -0.084  -0.50
F  -1.277  2.713  0.290  0.13
F  0.032  4.395  -0.020  0.14
F  0.757  2.556  0.931  0.14
H  0.057  2.570  -3.539  0.11
H  0.190  4.155  -2.725  0.09
H  -1.288  3.156  -2.473  0.12
C  -2.600  -0.300  1.811  -0.10
N  -2.114  -0.802  0.530  -0.28
C  -3.123  -0.787  -0.490  -0.13
C  -1.387  -2.079  0.610  -0.22
C  -0.057  -1.975  1.340  -0.29
C  0.005  -2.466  2.650  -0.09
C  1.045  -2.049  3.461  -0.14
C  2.141  -1.348  2.956  -0.12
C  2.176  -1.056  1.577  -0.16
C  1.053  -1.364  0.762  -0.19
H  -2.919  0.716  1.581  0.06
H  -1.815  -0.252  2.576  0.08
H  -3.506  -0.910  2.148  0.09
H  -3.738  0.085  -0.358  0.07
H  -3.756  -1.700  -0.474  0.09
H  -2.604  -0.741  -1.471  0.05
H  -1.178  -2.295  -0.448  -0.02
H  -2.005  -2.884  1.084  0.12
H  -0.805  -3.130  3.025  0.11
H  0.979  -2.115  4.542  0.08
H  2.927  -0.983  3.631  0.09
H  3.112  -0.614  1.115  0.07

Atoms 1-2, force components in eV/Å:
Lu 0.528 -2.047 1.020
Se 0.788 0.252 0.016

Charge: -1
LUMO energy in eV: 1.9
Multiplicity: 1
Total energy in eV: -270524.748
Maximum force in eV/Å: 2.6
Gap between HOMO and LUMO in eV: 6.23


2.
This record from the OMol25 dataset describes a structure of composition C13H15FMoN2O7SSe at a distorted geometry. The level of theory is ωB97M-V/def2-TZVPD.

Last column: Löwdin charge in e.
Cartesian coordinates (Å):
Mo  -0.099  0.870  -0.285  1.71
N  1.111  -1.651  0.566  0.11
C  2.259  -0.912  0.232  -0.35
C  3.561  -1.334  0.435  0.03
C  4.591  -0.484  0.089  0.00
C  4.305  0.760  -0.461  -0.01
C  2.990  1.135  -0.619  -0.07
N  1.984  0.314  -0.257  -0.06
H  1.310  -2.448  1.162  0.12
H  0.608  -1.985  -0.255  0.07
H  3.752  -2.320  0.834  0.13
H  5.618  -0.794  0.233  0.13
H  5.092  1.440  -0.752  0.13
H  2.712  2.105  -1.002  0.11
F  -4.556  2.199  3.505  0.24
C  -3.537  1.945  2.755  -0.10
C  -3.143  0.626  2.599  0.08
C  -1.888  0.379  2.115  0.05
C  -0.963  1.414  1.717  -0.35
C  0.434  1.170  1.791  -0.08
C  -1.495  2.807  1.605  -0.17
C  -2.867  3.091  2.161  -0.08
H  -3.773  -0.168  2.977  0.15
H  -1.547  -0.654  2.088  0.14
H  0.773  0.234  2.215  0.09
H  1.108  2.015  1.893  0.10
H  -0.795  3.631  1.581  0.12
H  -3.141  4.080  2.511  0.18
C  -2.476  -1.204  -2.969  -0.08
S  -1.613  -1.069  -1.470  0.54
O  -2.061  0.168  -0.704  -0.41
O  -0.186  -0.613  -1.749  -0.44
O  -1.675  -2.263  -0.726  -0.23
H  -2.442  -0.252  -3.493  0.10
H  -3.495  -1.494  -2.713  0.10
H  -1.985  -1.997  -3.532  0.10
O  1.849  4.351  0.610  -0.60
Se  1.153  5.810  0.451  1.26
O  -2.627  2.943  0.772  0.07
O  0.060  2.378  -0.850  -0.28
O  -0.363  5.756  1.015  -0.55

Atoms 1-2, force components in eV/Å:
Mo -0.266 -0.361 0.067
N -0.206 -0.002 -0.118

Charge: +2
LUMO energy in eV: -8.4
Multiplicity: 1
Total energy in eV: -111773.987
ΔE to the lowest compared entry with this formula, charge and spin in kJ/mol: 48.0
Maximum force in eV/Å: 1.4
Gap between HOMO and LUMO in eV: 7.33


3.
This record from the OMol25 dataset describes the ion C13H15N2 with charge +1 at a distorted geometry. The level of theory is ωB97M-V/def2-TZVPD.

Last column: Löwdin charge in e.
Cartesian coordinates (Å):
C  3.069  0.421  -0.954  0.11
C  2.032  -0.090  -0.324  -0.13
C  1.588  -0.641  0.893  -0.15
C  2.319  -0.780  2.102  -0.01
C  1.705  -1.050  3.282  -0.07
C  0.334  -1.323  3.300  -0.04
C  -0.394  -1.245  2.092  -0.02
C  0.202  -0.899  0.901  -0.12
C  -0.507  -0.873  -0.496  -0.11
C  0.532  0.022  -1.184  -0.07
N  -0.435  1.194  -1.443  -0.10
C  0.218  2.455  -1.598  -0.03
C  -1.733  0.967  -1.183  0.03
N  -1.859  -0.214  -0.571  -0.08
C  -3.047  -0.906  -0.155  -0.03
H  3.941  0.408  -0.280  0.10
H  3.031  0.981  -1.768  0.02
H  3.313  -0.438  2.220  0.11
H  2.333  -1.067  4.259  0.15
H  -0.165  -1.523  4.211  0.10
H  -1.512  -1.473  2.172  0.13
H  -0.510  -2.000  -0.796  0.20
H  0.900  -0.144  -2.194  0.14
H  0.990  2.311  -2.357  0.09
H  -0.588  3.278  -1.799  0.14
H  0.661  2.648  -0.575  0.12
H  -2.540  1.666  -1.304  0.17
H  -3.327  -0.496  0.828  0.09
H  -3.934  -0.828  -0.856  0.12
H  -2.661  -2.009  0.133  0.15

Atoms 1-2, force components in eV/Å:
C 1.188 -2.287 5.819
C -4.194 2.019 -3.443

Charge: +1
LUMO energy in eV: -3.2
Multiplicity: 1
Total energy in eV: -16695.193
ΔE to the lowest compared entry with this formula, charge and spin in kJ/mol: 384.3
Maximum force in eV/Å: 6.4
Gap between HOMO and LUMO in eV: 8.76


4.
This record from the OMol25 dataset describes an isolated molecule of C13H15N5O3S at a distorted geometry. The level of theory is ωB97M-V/def2-TZVPD.

Last column: Löwdin charge in e.
Cartesian coordinates (Å):
C  -5.159  -0.259  -1.236  -0.04
C  -4.318  -1.499  -0.902  -0.55
C  -4.960  -2.256  0.266  -0.05
C  -4.249  -2.419  -2.125  -0.04
C  -2.931  -1.047  -0.548  -0.21
C  -1.863  -0.703  -1.350  0.06
C  -0.840  -0.323  -0.462  -0.21
C  0.515  0.129  -0.809  -0.41
O  0.939  0.239  -1.933  0.10
N  1.254  0.415  0.326  0.04
N  2.503  0.841  0.261  0.08
C  3.152  1.102  1.331  -0.17
C  4.500  1.564  1.250  -0.50
C  5.248  1.772  0.103  -0.09
C  6.534  2.230  0.371  -0.05
C  6.758  2.368  1.724  -0.47
N  7.921  2.801  2.373  -0.43
O  8.876  3.102  1.682  0.08
O  7.891  2.845  3.591  0.04
S  5.390  1.935  2.686  1.15
N  -1.258  -0.426  0.800  0.08
N  -2.507  -0.857  0.723  0.05
H  -5.213  0.413  -0.382  0.09
H  -4.721  0.283  -2.070  0.09
H  -6.169  -0.556  -1.507  0.09
H  -5.916  -2.667  -0.048  0.09
H  -4.327  -3.080  0.589  0.09
H  -5.147  -1.597  1.112  0.08
H  -5.245  -2.771  -2.383  0.09
H  -3.619  -3.281  -1.919  0.09
H  -3.841  -1.891  -2.982  0.08
H  -1.792  -0.713  -2.416  0.12
H  0.782  0.284  1.226  0.13
H  2.713  0.988  2.328  0.12
H  4.844  1.588  -0.875  0.12
H  7.283  2.457  -0.366  0.12
H  -3.030  -1.015  1.571  0.16

Atoms 1-2, force components in eV/Å:
C 0.064 -0.151 0.025
C -0.190 -0.006 -0.027

LUMO energy in eV: -1.0
Multiplicity: 1
Total energy in eV: -38149.066
ΔE to the lowest compared entry with this formula, charge and spin in kJ/mol: 350.5
Maximum force in eV/Å: 1.7
Gap between HOMO and LUMO in eV: 7.54


5.
This record from the OMol25 dataset describes an isolated molecule of C13H15NSi at a distorted geometry. The level of theory is ωB97M-V/def2-TZVPD.

Last column: Löwdin charge in e.
Cartesian coordinates (Å):
C  -0.051  -0.426  1.374  -0.01
C  -0.362  -0.075  -0.044  -0.48
C  -1.747  0.480  -0.009  -0.21
C  -2.323  1.618  0.406  0.00
C  -3.692  1.236  -0.106  -0.17
C  -3.020  -0.053  -0.664  -0.15
C  -0.220  -1.179  -1.011  -0.02
C  0.923  -1.875  -1.147  -0.12
C  2.092  -1.613  -0.405  -0.12
C  2.514  -0.351  -0.040  -0.32
Si  4.219  0.008  0.514  0.77
C  3.931  1.840  -0.502  -0.18
N  2.738  1.950  -0.895  0.01
C  1.930  0.914  -0.545  -0.34
C  0.589  0.930  -0.649  0.07
H  0.926  -0.661  1.546  0.03
H  -0.807  -1.244  1.692  0.14
H  -0.220  0.444  2.003  0.10
H  -1.944  2.446  0.906  0.09
H  -4.592  0.987  0.431  0.09
H  -4.024  1.749  -1.031  0.11
H  -3.061  -0.012  -1.807  0.12
H  -3.434  -1.106  -0.388  0.13
H  -0.996  -1.577  -1.827  0.16
H  0.855  -2.734  -1.906  0.13
H  2.832  -2.487  -0.261  0.13
H  5.270  -0.667  -0.121  -0.08
H  4.733  0.599  1.821  -0.05
H  4.632  2.621  -0.849  0.06
H  0.094  1.563  -1.344  0.12

Atoms 1-2, force components in eV/Å:
C -3.335 -0.703 1.329
C -0.281 0.958 -0.258

LUMO energy in eV: 0.1
Multiplicity: 1
Total energy in eV: -23086.180
ΔE to the lowest compared entry with this formula, charge and spin in kJ/mol: 523.9
Maximum force in eV/Å: 4.2
Gap between HOMO and LUMO in eV: 8.58


6.
This record from the OMol25 dataset describes a structure of composition C13H16BF13NO3Yb at a distorted geometry. The level of theory is ωB97M-V/def2-TZVPD.

Last column: Löwdin charge in e.
Cartesian coordinates (Å):
N  -3.545  -3.968  0.473  0.02
C  -2.646  -3.519  1.529  -0.21
C  -1.473  -2.644  0.967  -0.37
O  -0.901  -3.194  -0.224  -0.05
C  -0.397  -2.511  2.010  -0.15
C  0.449  -1.258  1.816  -0.40
C  1.680  -1.032  2.781  -0.16
O  1.450  0.254  3.254  0.00
B  0.194  0.824  2.772  -0.67
C  0.139  2.363  2.296  -0.07
C  0.502  2.594  0.806  -0.07
C  -0.642  2.378  -0.184  -0.44
F  -0.748  3.473  -0.961  0.12
F  -1.794  2.337  0.476  0.15
C  -0.548  1.089  -1.075  -0.35
F  0.459  0.307  -0.750  0.16
F  -1.633  0.337  -0.773  0.13
C  -0.674  1.283  -2.604  -0.38
F  -0.814  0.052  -3.114  0.15
F  -1.787  1.902  -2.882  0.21
C  0.482  1.973  -3.407  -0.38
F  0.398  1.485  -4.657  0.16
F  0.247  3.249  -3.529  0.21
C  1.920  1.690  -2.968  -0.38
F  2.121  2.215  -1.775  0.18
F  2.120  0.393  -2.940  0.19
C  3.029  2.303  -3.931  -0.60
F  3.869  3.014  -3.215  0.20
F  2.548  3.072  -4.864  0.22
F  3.728  1.345  -4.467  0.21
O  -0.370  -0.218  1.884  0.05
H  -3.597  -3.261  -0.252  0.07
H  -3.157  -4.788  0.021  0.07
H  -3.187  -2.868  2.214  0.13
H  -2.203  -4.361  2.070  0.11
H  -1.921  -1.684  0.723  0.15
H  -1.327  -2.740  -0.962  0.11
H  -0.864  -2.442  2.995  0.16
H  0.246  -3.415  1.958  -0.08
H  0.952  -1.432  0.832  0.14
H  1.870  -1.790  3.561  0.11
H  2.591  -0.882  2.179  0.12
H  -0.553  0.779  3.774  0.15
H  -0.779  2.852  2.594  0.10
H  0.916  2.879  2.865  0.11
H  0.804  3.636  0.721  0.13
H  1.397  2.014  0.597  0.11
Yb  1.487  -4.660  1.768  1.64

Atoms 1-2, force components in eV/Å:
N 0.313 -0.293 0.238
C 0.655 0.620 -1.233

Charge: +1
LUMO energy in eV: -7.1
Multiplicity: 1
Total energy in eV: -88894.793
Maximum force in eV/Å: 3.0
Gap between HOMO and LUMO in eV: 2.66